Record 1
C13H23BrNO3S | ωB97M-V/def2-TZVPD

The charge is -1. The multiplicity is 1.

Last column: Mulliken charge in e.
Positions of all 42 atoms, in Å:
O -0.512038 2.874536 3.010645  -0.556
C -1.014607 1.863932 3.388514  0.355
C -0.562347 0.437402 3.197538  0.104
C -1.905048 -0.244968 2.871598  0.053
Br -2.129508 -1.758403 4.084194  -0.197
C -2.964817 0.836696 3.249235  -0.115
S -3.724801 1.579682 1.774958  -0.231
O -2.249279 1.797229 4.013311  -0.355
H 0.088729 0.459484 2.318206  -0.307
H -0.005886 0.002648 4.019381  0.507
H -1.815270 -0.521807 1.817546  0.180
H -3.721526 0.363502 3.862009  0.481
H -5.006970 1.369244 2.077342  0.104
C 1.594453 -2.585334 -1.431862  -1.781
C 1.649891 -1.183564 -0.791899  1.675
C 2.511477 -0.270972 -1.675825  -1.422
C 1.858807 0.149423 -2.996133  -0.572
C 0.325102 0.200350 -2.907344  -1.619
C -0.225386 0.369233 -1.485795  1.986
N 0.264777 -0.718050 -0.668619  0.211
O -0.203450 -0.657548 0.651331  -0.876
C -1.745843 0.237552 -1.579857  -1.565
C 0.097419 1.782092 -0.960252  -1.534
C 2.366939 -1.312559 0.545414  -1.918
H 1.010403 -3.254808 -0.799038  0.371
H 2.597736 -3.018701 -1.554262  0.370
H 1.121347 -2.551914 -2.414718  0.350
H 2.762579 0.630114 -1.110175  0.312
H 3.470944 -0.759587 -1.879067  0.552
H 2.246984 1.131233 -3.282652  0.341
H 2.154329 -0.530915 -3.799926  0.365
H -0.047981 1.003672 -3.550588  0.545
H -0.088814 -0.723600 -3.322334  0.295
H -2.016635 -0.772001 -1.893090  0.426
H -2.149279 0.946886 -2.312568  0.415
H -2.217987 0.437854 -0.618729  0.016
H -0.326781 2.545950 -1.621606  0.401
H 1.170541 1.967393 -0.891756  0.329
H -0.332974 1.924391 0.031353  0.157
H 3.377226 -1.704629 0.379809  0.426
H 1.844449 -1.994917 1.211994  0.356
H 2.453093 -0.346220 1.043717  0.366

Forces on atoms 1 to 3 (eV/Å):
O -0.09 0.20 0.50
C 0.67 -0.64 0.52
C 0.07 0.78 -1.09

---

Record 2
C13H23F2GaN3O | ωB97M-V/def2-TZVPD

The charge is +3. The multiplicity is 1. The calculation puts the energy above the lowest of the compared OMol25 structures with the same formula, charge and spin at 16.41 kcal per mole.

Last column: Mulliken charge in e.
Positions of all 43 atoms, in Å:
Ga 0.869022 0.480551 -0.574722  0.295
O 2.729809 -0.217213 -0.933465  -0.477
C 3.677313 -0.119558 0.197796  -0.588
C 3.647852 -1.369046 1.047681  -0.585
C 2.217736 -1.828715 1.349014  -1.156
C 1.401850 -0.820279 2.094386  1.072
C 1.285773 -0.852450 3.475475  -0.702
C 0.437810 0.027452 4.124959  -0.405
C -0.267648 0.972213 3.381573  -0.959
C -0.091224 0.996476 2.024286  0.027
N 0.721380 0.114582 1.384568  0.152
H 3.112406 -0.751820 -1.645013  0.407
H 3.368426 0.765336 0.753953  0.344
H 4.670906 0.067467 -0.203071  0.529
H 4.196431 -1.150145 1.965992  0.398
H 4.163101 -2.193465 0.552382  0.380
H 2.261944 -2.753172 1.921832  0.548
H 1.700316 -2.062407 0.413479  0.140
H 1.853179 -1.587118 4.031207  0.546
H 0.311399 -0.026694 5.198912  0.469
H -0.926585 1.684982 3.857131  0.469
H -0.584698 1.740167 1.408736  0.538
N -3.806138 -0.208840 -2.637369  -0.112
C -3.242898 -1.409937 -1.930411  -0.822
C -1.738636 -1.243883 -1.744695  -0.623
N -1.394105 -0.001895 -0.995342  -0.185
C -1.991031 1.179792 -1.676278  -0.628
C -3.499574 1.046755 -1.871118  -0.959
H -4.819332 -0.312555 -2.760866  0.376
H -3.414040 -0.145933 -3.582775  0.386
H -3.458994 -2.306900 -2.508625  0.445
H -3.750285 -1.494006 -0.969173  0.376
H -1.235507 -1.212256 -2.713814  0.469
H -1.359250 -2.112242 -1.208349  0.384
H -1.791949 -0.076366 -0.057890  0.422
H -1.494876 1.302081 -2.641769  0.503
H -1.802131 2.077039 -1.087940  0.417
H -3.884009 1.908594 -2.414492  0.454
H -4.017403 0.987746 -0.913784  0.396
F 2.550080 2.410235 -1.581171  -0.197
C 1.321404 2.459006 -1.060402  0.200
F 1.400275 2.958148 0.204085  -0.226
H 0.671912 3.078252 -1.674904  0.481

Forces on atoms 1 to 3 (eV/Å):
Ga -0.02 0.69 0.49
O -0.38 -0.29 -0.01
C 0.30 0.01 0.39

---

Record 3
C13H23F3NO4OsP2 | ωB97M-V/def2-TZVPD

The charge is +3. The multiplicity is 5. The expectation value of S² is 6.0565. The calculation puts the energy above the lowest of the compared OMol25 structures with the same formula, charge and spin at 32.69 kcal per mole.

Last column: Mulliken charge in e.
Positions of all 47 atoms, in Å:
Os -0.036834 0.828134 -0.026052  1.002
P 0.606282 0.189924 -2.054950  0.667
C 0.846876 -1.582491 -1.892667  -1.298
C 1.060737 -2.011324 -0.571647  1.231
N 0.722550 -1.109256 0.441648  -0.155
C 0.880102 -1.478036 1.725021  0.833
C 1.406428 -2.721419 2.068943  -0.871
C 1.752648 -3.638657 1.092496  -0.527
C 1.579727 -3.285071 -0.220172  -1.037
C 0.450073 -0.504408 2.785784  -1.093
P -0.773516 0.669155 2.035446  0.596
H 1.824144 -3.949544 -1.043593  0.544
H 1.507550 -2.948854 3.125115  0.582
H 2.178964 -4.608957 1.362786  0.499
H -0.010886 -1.004741 3.650271  0.667
H 1.283176 0.112492 3.160542  0.458
H -1.416019 -2.928390 -2.216485  0.291
H 1.066657 -2.235374 -2.737947  0.604
H -3.571433 -1.372860 -1.206107  0.345
O -2.391897 -2.909287 -2.136004  -0.584
H -2.643943 -3.690812 -2.662439  0.326
H -1.594470 1.087158 -0.471833  0.180
O -3.823341 -0.434370 -1.050414  -0.583
H -3.715203 -0.336615 -0.081507  0.263
C -2.349857 -0.124733 2.424800  -1.254
H -2.428044 -0.356780 3.494675  0.463
H -3.117965 0.607161 2.147592  0.443
H -2.451360 -1.042466 1.834964  0.440
C -0.765144 2.024476 3.212981  -1.249
H -1.587475 2.677976 2.903468  0.458
H -0.930487 1.667188 4.239967  0.475
H 0.197674 2.538790 3.134418  0.433
C 2.181696 0.842823 -2.685051  -1.329
H 2.394817 0.282919 -3.605368  0.514
H 2.078668 1.916552 -2.895484  0.468
H 2.948194 0.662770 -1.920790  0.397
C -0.485650 0.501941 -3.449183  -1.101
H -0.421175 1.578705 -3.652643  0.470
H -0.122712 -0.070003 -4.310781  0.482
H -1.508248 0.223470 -3.176125  0.404
F 1.352241 5.385133 -0.351610  -0.178
C 0.874690 4.126440 -0.252182  0.701
F -0.127101 4.126014 0.687309  -0.208
F 0.306190 3.793626 -1.463756  -0.197
C 2.009145 3.104788 0.099728  0.407
O 3.165872 3.449064 -0.059005  -0.360
O 1.597659 1.947745 0.565838  -0.619

Forces on atoms 1 to 3 (eV/Å):
Os 2.34 3.23 0.05
P 1.95 -2.47 -4.55
C 0.45 0.06 0.75

---

Record 4
C13H23GaN4O2P2 | ωB97M-V/def2-TZVPD

The charge is +2. The multiplicity is 1. The calculation puts the energy above the lowest of the compared OMol25 structures with the same formula, charge and spin at 71.90 kcal per mole.

Last column: Mulliken charge in e.
Positions of all 45 atoms, in Å:
Ga -0.006512 -0.263573 0.828440  0.561
P -2.323126 0.147839 0.338082  0.359
C -2.086851 0.398414 -1.394943  -1.387
C -0.844945 1.025471 -1.772974  1.186
N 0.249707 0.874477 -0.947145  -0.011
C 1.468145 1.287273 -1.348259  0.845
C 1.636497 2.006529 -2.525621  -0.850
C 0.535893 2.261501 -3.339731  -0.535
C -0.703219 1.762914 -2.965536  -0.968
C 2.685252 0.931883 -0.511912  -1.205
P 2.368747 -0.555501 0.517671  0.459
H -1.597384 1.942514 -3.560139  0.507
H 2.644792 2.325685 -2.784387  0.512
H 0.659595 2.823883 -4.264096  0.466
H 3.540555 0.718710 -1.172076  0.582
H 2.963908 1.770732 0.149417  0.435
H -2.088275 -1.113404 -2.374690  0.236
H -2.961753 0.665475 -1.994432  0.740
H -0.967481 -2.748003 -1.576107  0.419
O -1.812463 -2.075281 -2.532644  -0.550
H -2.205200 -2.416030 -3.347653  0.282
H -0.187859 -1.827122 0.419167  0.110
O -0.555024 -3.134434 -0.701827  -0.587
H 0.194393 -3.717176 -0.889813  0.282
C 2.828389 -1.957219 -0.555138  -1.252
H 3.866564 -1.835854 -0.897126  0.449
H 2.746606 -2.882847 0.033792  0.382
H 2.165576 -2.026379 -1.431083  0.344
C 3.534457 -0.490101 1.892511  -1.103
H 3.425247 -1.415583 2.472862  0.394
H 4.566359 -0.411945 1.522871  0.416
H 3.309452 0.370040 2.536913  0.400
C -2.983338 1.558726 1.288255  -1.100
H -3.995168 1.827510 0.946238  0.436
H -3.033396 1.267631 2.349394  0.372
H -2.329588 2.439941 1.204440  0.357
C -3.436893 -1.259063 0.569317  -1.127
H -3.598298 -1.393437 1.648146  0.415
H -4.398165 -1.052741 0.075745  0.431
H -2.980763 -2.163660 0.145256  0.340
N 0.021621 0.512539 2.605960  -0.415
C -0.177455 0.835335 3.726638  0.889
N -0.597619 1.085254 4.890199  -0.511
C 0.012185 1.687909 5.883678  0.401
N 0.446827 2.211149 6.842327  -0.405

Forces on atoms 1 to 3 (eV/Å):
Ga 0.18 1.11 1.40
P -0.18 -1.06 1.09
C 0.10 2.59 0.08

---

Record 5
C13H24BHgN5O4PS5 | ωB97M-V/def2-TZVPD

The charge is -2. The multiplicity is 2. The expectation value of S² is 0.7690.

Last column: Mulliken charge in e.
Positions of all 54 atoms, in Å:
Hg -0.138488 -0.557142 -1.006960  0.124
C 2.827773 -2.874480 3.853092  -1.349
C 1.660745 -2.068133 4.289183  1.022
N 1.221889 -1.974769 5.507901  -0.881
N 0.165333 -1.115276 5.388634  0.216
C -0.084384 -0.690486 4.126245  0.074
S -1.301159 0.311432 3.598431  -0.427
N 0.913454 -1.311208 3.430983  0.370
N 1.058102 -1.296954 2.037687  -0.679
H 3.336350 -3.254153 4.735402  0.344
H 3.524023 -2.265981 3.273562  0.353
H 2.515354 -3.714663 3.229990  0.292
H -0.402464 -0.874730 6.179078  0.178
H 1.946569 -1.732703 1.826177  0.172
H 1.089089 -0.328175 1.690721  0.420
O 2.136101 -3.538109 -7.238317  -0.613
C 2.169189 -2.947404 -6.178080  0.519
S 1.908969 -1.218759 -6.001247  -0.176
C 2.120267 -1.079075 -4.243996  0.008
C 2.426895 -2.291935 -3.582705  -0.052
S 2.732711 -2.537199 -1.957684  -0.314
S 2.485316 -3.721277 -4.629660  -0.177
S 1.909687 0.432947 -3.573834  -0.231
C -5.330691 4.085089 0.026876  -1.026
C -4.012609 3.639958 0.626049  -0.346
O -3.018644 3.608604 -0.387338  -0.310
P -2.178285 2.161387 -0.530488  0.210
O -3.160349 1.345436 -1.541040  -0.207
C -3.303809 1.682321 -2.921986  0.048
C -4.588927 1.061015 -3.422603  -1.279
O -1.110790 2.697781 -1.617338  -0.163
C 0.052689 3.419391 -1.164263  -0.026
C -0.060522 4.878529 -1.544708  -1.247
H -6.112224 4.108516 0.791596  0.376
H -5.633759 3.394761 -0.763049  0.163
H -5.234316 5.081623 -0.407788  0.264
H -4.130238 2.654209 1.090539  0.319
H -3.696902 4.331514 1.412811  0.293
H -2.442720 1.292405 -3.466470  0.278
H -3.316974 2.767601 -3.042577  0.255
H -4.604421 -0.003317 -3.182841  0.302
H -4.665920 1.174676 -4.506679  0.385
H -5.458157 1.531159 -2.957338  0.261
H 0.913153 2.950065 -1.636802  0.176
H 0.172630 3.298247 -0.086134  0.191
H -0.147330 4.982208 -2.628639  0.286
H 0.833394 5.408667 -1.209640  0.396
H -0.942196 5.325286 -1.082051  0.242
B 3.307729 3.531614 1.041090  0.119
C 2.356408 2.251827 1.038913  -0.041
N 1.661659 1.327333 1.022115  -0.579
H 3.106858 4.176107 0.023175  -0.184
H 3.038242 4.199365 2.029498  -0.177
H 4.464915 3.147453 1.086564  -0.170

Forces on atoms 1 to 3 (eV/Å):
Hg -0.02 -0.15 -0.18
C -0.04 0.00 0.01
C 0.06 0.09 -0.10

---

Respective DFT total energy values: -3761.78858; -2872.17881; -1936.59568; -3485.49808; -3595.18685 Ha.